Density functional theory data (ωB97M-V/def2-TZVPD) for one molecule with the formula C4H7NO.

Energy relative to the best compared isomer or geometry (same formula, charge and spin)   108.83 kcal/mol
Total charge   0
Frontier orbital gap   8.45 eV

```
13
C4H7NO (ωB97M-V/def2-TZVPD)
C -0.06 1.36 0.32
H 0.16 1.17 1.38
H 1.83 -0.20 0.82
O -2.00 -0.90 0.46
H 2.26 -0.47 -0.90
N 0.85 1.07 -0.63
C -1.02 -0.19 -0.19
H -1.52 0.41 -0.95
C 0.19 -0.89 -0.49
H 0.14 -1.93 -0.83
H -1.58 -1.49 1.10
H -0.70 2.23 0.14
C 1.46 -0.17 -0.23
```


Density functional theory data (ωB97M-V/def2-TZVPD) for one molecule with the formula C10H11NO.

Energy relative to the best compared isomer or geometry (same formula, charge and spin)   0.00 kcal/mol
Total charge   0
Frontier orbital gap   9.11 eV
SMILES   CC(=O)N1CCc2ccccc21

```
23
C10H11NO (ωB97M-V/def2-TZVPD)
N 1.12 0.33 -0.08
C -0.74 -1.43 -0.18
C -3.01 -0.51 0.01
H -3.14 1.64 0.16
C -1.10 0.96 0.06
H -0.14 -2.30 -0.38
C -0.30 2.24 0.16
H 1.89 2.18 0.41
C 2.40 -1.81 0.24
H -0.27 2.61 1.20
H -4.08 -0.66 0.01
C -0.23 -0.14 -0.06
C 1.13 1.80 -0.25
H 2.13 -2.32 -0.68
H 1.35 2.05 -1.28
C -2.48 0.77 0.10
C 2.34 -0.32 -0.02
H 3.41 -2.10 0.50
O 3.35 0.35 -0.10
C -2.13 -1.59 -0.13
H 1.72 -2.16 1.05
H -0.70 3.00 -0.52
H -2.51 -2.61 -0.24
```


Density functional theory data (ωB97M-V/def2-TZVPD) for C13H19ClSiTi as an isolated structure at a distorted geometry.

Energy relative to the best compared isomer or geometry (same formula, charge and spin)   48.58 kcal/mol
Total charge   -1
<S²>   0.76
2S+1   2
Frontier orbital gap (alpha / beta)   4.81 / 4.80 eV

```
35
C13H19ClSiTi (ωB97M-V/def2-TZVPD)
H -0.55 -0.27 -2.51
H 3.93 -0.26 -0.08
H 2.20 0.83 1.56
C 2.43 -0.82 -3.04
C 1.36 1.50 1.80
H -1.06 -1.24 3.50
Si -0.26 0.57 1.93
H 2.85 1.96 -1.20
C -3.26 -0.14 -0.49
H -4.06 0.34 0.07
H -2.64 1.37 2.26
Cl -0.31 -3.01 0.66
Ti -1.36 -1.10 0.21
C -3.19 -1.55 -0.80
H 1.70 1.25 -3.54
C -2.16 0.53 -1.14
H -3.91 -2.31 -0.54
C -1.39 -0.47 -1.85
H -1.97 1.60 -1.15
H 1.33 2.27 1.01
H -1.72 2.49 1.23
H -1.44 2.47 2.99
C 3.40 -0.22 -1.03
C 2.23 0.57 -2.86
H 3.42 -2.36 -1.73
H 2.07 -1.42 -3.88
C -1.65 1.84 2.11
C -2.05 -1.74 -1.69
C -0.21 -0.55 3.44
H -1.80 -2.66 -2.23
H 1.58 2.00 2.76
C 2.82 0.94 -1.61
H 0.70 -1.17 3.42
C 3.16 -1.32 -1.92
H -0.19 0.07 4.35
```


Density functional theory data (ωB97M-V/def2-TZVPD) for an isolated ion of composition C10H11N2 and charge +1 at a distorted geometry.

Energy relative to the best compared isomer or geometry (same formula, charge and spin)   153.29 kcal/mol
Total charge   +1
Frontier orbital gap   8.62 eV
SMILES   C=C1[C@H]2/N=C(/C)[NH+]=C=C/C=C\[C@@H]12

```
23
C10H11N2 (ωB97M-V/def2-TZVPD)
C 3.11 -0.73 0.12
N 0.85 -1.22 0.75
C 0.97 1.78 -0.23
H 0.57 3.65 0.64
H -2.51 -0.16 1.33
C 0.27 2.60 0.50
C -1.65 -0.14 0.60
N 1.38 0.68 -0.72
H -1.64 3.26 -0.36
H -2.82 -2.29 -1.64
C 1.68 -0.53 0.14
H 1.51 0.44 -1.80
C -1.82 1.26 0.03
C -0.53 -1.16 0.98
H -2.83 1.16 -0.49
C -1.17 2.43 0.05
C -1.91 -2.32 -1.06
H 3.54 -0.96 -0.90
H -1.40 -3.30 -1.06
H 3.19 -1.58 0.84
H -0.79 -1.60 1.96
C -1.59 -1.44 -0.15
H 3.57 0.18 0.49
```


Density functional theory data (ωB97M-V/def2-TZVPD) for a 2-piece molecular cluster, C3H9N2O overall at a distorted geometry.

Energy relative to the best compared isomer or geometry (same formula, charge and spin)   38.60 kcal/mol
Total charge   -1
Frontier orbital gap   7.15 eV

```
15
C3H9N2O (ωB97M-V/def2-TZVPD)
C -0.11 0.02 1.35
C -0.19 -1.47 -2.41
H 0.78 0.58 -0.83
H -0.46 2.01 1.35
C 1.01 1.47 -0.15
H -0.32 -0.72 -3.26
O 0.11 -0.93 -1.17
H 0.82 2.41 -0.59
N -1.14 -0.22 2.14
H 0.42 -0.83 0.91
H 0.61 -2.10 -2.80
H -1.17 -2.00 -2.34
H 2.07 1.36 0.02
N 0.23 1.32 1.03
H -1.55 -1.15 2.00
```


Density functional theory data (ωB97M-V/def2-TZVPD) for an isolated ion of composition C3H5N2O3 and charge -1 at a distorted geometry.

Energy relative to the best compared isomer or geometry (same formula, charge and spin)   69.93 kcal/mol
Total charge   -1
Frontier orbital gap   7.42 eV
SMILES   CN(N)C(=O)C(=O)[O-]

```
13
C3H5N2O3 (ωB97M-V/def2-TZVPD)
H 0.27 -2.26 0.50
C 0.08 0.97 -0.23
O 1.15 -0.75 2.60
H -0.30 1.64 0.47
O 1.84 2.21 2.78
C 1.23 0.05 1.68
C 2.26 1.51 1.94
H -0.56 0.77 -1.10
N -0.30 -1.40 0.20
N 0.51 -0.23 0.48
H -1.09 -1.30 0.85
H 1.04 1.49 -0.56
O 3.09 1.42 1.05
```


Density functional theory data (ωB97M-V/def2-TZVPD) for a 10-piece molecular cluster, C40H50N10 overall at a distorted geometry.

Energy relative to the best compared isomer or geometry (same formula, charge and spin)   524.63 kcal/mol
Total charge   0
Frontier orbital gap   7.63 eV
SMILES   c1cc[nH]c1.c1cc[nH]c1.c1cc[nH]c1.c1cc[nH]c1.c1cc[nH]c1.c1cc[nH]c1.c1cc[nH]c1.c1cc[nH]c1.c1cc[nH]c1.c1cc[nH]c1

```
100
C40H50N10 (ωB97M-V/def2-TZVPD)
C 4.71 1.81 -1.63
C 0.17 -3.42 -0.63
C 1.79 -5.06 2.38
H 5.03 0.63 6.08
H -4.76 4.18 -0.96
C -1.32 -5.34 -0.72
C 0.96 1.54 -3.84
H -5.25 -0.01 -0.34
N 5.04 0.88 -0.65
H -4.39 -0.69 2.22
H -5.40 0.20 -4.27
H 3.07 -0.70 7.07
C -1.49 3.42 -2.45
H -0.86 2.55 2.11
C -4.16 -1.16 1.41
C -4.53 -1.70 -4.52
H -3.08 2.35 0.22
H -1.39 -4.90 3.30
H 1.16 -0.98 5.37
H -2.81 -2.79 2.27
C -0.47 4.18 5.09
C -3.49 -1.71 -0.84
C -0.01 -0.06 -0.69
H 5.46 0.73 1.27
H 4.49 4.17 -1.35
C -0.48 -3.48 -2.04
C -0.06 3.02 4.27
N -2.85 -2.54 0.07
N -0.32 -4.58 -0.04
C -3.66 3.75 -1.30
H 4.35 1.55 -2.57
C 1.48 0.76 0.96
H -2.20 -4.79 -3.04
H 0.50 -6.51 2.90
H 2.65 1.40 -6.97
N -1.53 2.64 -1.23
N -4.59 -0.38 -4.28
H 0.14 -4.88 0.89
H -1.72 -6.30 -0.40
H -0.28 -2.87 -2.82
C 3.09 -0.32 6.05
H 2.36 3.14 -2.83
N -1.52 4.80 4.50
C -0.90 3.17 3.07
C -3.29 0.23 -4.26
C 1.68 -3.56 2.67
H 2.46 -2.79 2.57
C 0.11 0.26 1.47
C -3.02 -2.10 -4.60
H 4.86 -0.20 -0.97
H 0.91 -2.63 -0.30
H -3.11 5.01 -3.21
H 1.98 -0.25 3.00
C 2.51 -0.17 3.82
H 0.56 0.40 -5.81
N 2.08 -0.51 5.17
H -0.71 3.46 -2.95
C 4.78 3.18 -0.97
H 2.00 0.85 -1.30
C 0.27 -3.20 3.05
H -3.28 -1.71 -1.95
H -2.22 -3.33 -0.47
C 4.24 0.45 5.29
C 2.13 2.53 -3.73
H -3.17 1.21 -4.07
H -0.60 1.97 -0.89
H -5.26 -2.34 -4.68
C 1.21 1.06 -5.35
C -2.23 -0.82 -4.36
H -1.56 -0.75 0.71
H -2.51 -2.81 -5.07
N -0.60 -0.35 0.42
C 1.38 0.66 -0.57
H 5.24 3.67 1.17
H 4.50 0.88 3.08
C 5.19 2.89 0.44
C -3.17 -2.39 1.38
H 0.30 1.00 -3.14
H -0.15 4.27 6.20
H 2.20 1.10 1.64
H -1.08 -0.56 -4.44
C -1.51 -4.58 -2.11
C -4.47 -0.84 -0.07
N 2.30 1.72 -5.85
C -1.89 4.25 3.27
H -0.42 -0.38 -1.63
C 3.84 0.51 3.79
N 0.58 -5.53 2.79
H -1.97 5.73 4.89
H -0.26 -2.28 3.16
C -2.86 4.18 -2.48
H 2.64 -5.69 2.11
C 5.35 1.43 0.55
C -2.88 2.78 -0.62
H -2.73 4.69 2.73
C -0.38 -4.60 3.12
H -0.15 0.16 2.41
H 3.58 3.19 -5.40
H 0.82 2.27 4.30
C 2.86 2.67 -5.02
```


Density functional theory data (ωB97M-V/def2-TZVPD) for C26H24F7N3O2PtSeTe as an isolated structure at a distorted geometry.

Energy relative to the best compared isomer or geometry (same formula, charge and spin)   8.10 kcal/mol
Total charge   0
<S²>   6.03
2S+1   5
Frontier orbital gap (alpha / beta)   6.61 / 4.24 eV

```
65
C26H24F7N3O2PtSeTe (ωB97M-V/def2-TZVPD)
C -11.81 -4.75 -3.84
C -14.76 -6.92 -8.19
O -12.77 -13.03 -1.10
H -11.50 -8.73 -5.28
H -13.94 -6.35 -7.77
F -13.20 -12.32 -7.35
C -12.74 -10.29 -2.61
N -12.58 -9.84 -3.90
C -11.67 -10.01 -1.73
C -11.46 -9.18 -4.27
C -10.46 -9.47 -2.15
Pt -14.10 -9.76 -5.34
C -14.41 -12.94 -6.94
C -12.02 -3.87 -4.85
H -13.33 -13.45 -3.64
C -13.98 -5.07 -5.48
H -14.86 -10.00 -2.44
C -13.19 -13.41 -4.78
O -14.96 -11.64 -4.97
H -14.34 -11.61 -3.08
H -13.28 -13.45 1.33
C -16.89 -8.51 -9.12
F -16.87 -13.29 -5.64
F -15.36 -12.27 -7.60
H -13.44 -9.91 -7.88
C -14.82 -8.28 -7.80
H -14.02 -11.91 1.64
H -14.89 -5.25 -6.08
N -16.63 -9.51 -2.52
C -15.89 -9.03 -8.30
H -10.98 -4.55 -3.22
Te -15.06 -7.68 -4.25
C -14.50 -12.92 -5.38
H -12.53 -6.54 -2.85
Se -18.67 -10.94 -4.09
H -9.40 -8.75 -4.01
H -15.04 -13.05 0.87
C -14.12 -10.81 -2.32
F -14.31 -14.20 -7.44
H -11.67 -10.27 -0.66
H -17.66 -9.05 -9.57
C -13.71 -9.05 -7.20
H -9.63 -9.52 -1.54
C -16.80 -7.12 -9.33
F -16.07 -13.91 -3.75
H -14.93 -10.77 -0.35
F -15.61 -15.05 -5.58
F -17.83 -6.61 -10.07
C -15.78 -13.82 -5.04
C -15.80 -6.27 -8.82
C -12.71 -5.81 -3.58
C -13.14 -3.98 -5.70
C -14.00 -12.72 0.91
H -12.79 -8.52 -7.09
C -13.72 -5.99 -4.46
N -14.25 -11.28 -0.96
C -13.55 -12.34 -0.51
C -10.34 -9.05 -3.49
H -15.83 -5.18 -8.82
H -15.94 -10.08 -8.08
H -12.83 -14.40 -5.09
H -11.26 -3.15 -5.07
H -12.43 -12.62 -4.91
H -13.27 -3.28 -6.53
C -17.43 -10.06 -3.22
```


Density functional theory data (ωB97M-V/def2-TZVPD) for C29H33ClO3PS6Se4Zr as an isolated structure at a distorted geometry.

Energy relative to the best compared isomer or geometry (same formula, charge and spin)   57.90 kcal/mol
Total charge   -1
Frontier orbital gap   5.60 eV

```
78
C29H33ClO3PS6Se4Zr (ωB97M-V/def2-TZVPD)
C -0.68 -1.83 -3.08
H 3.54 -3.82 -0.91
H 2.07 -3.23 -4.51
S -2.75 5.80 -0.92
S -2.29 1.88 0.97
C 2.30 -0.02 1.89
C -4.03 0.03 3.41
C 3.56 2.56 -3.56
C 0.40 -2.70 -3.30
P -2.22 -0.07 3.10
C 1.80 1.26 -2.59
H 1.50 -0.08 -0.11
O -0.34 -1.12 0.44
C -1.71 -2.04 -2.08
H -2.72 -2.04 -2.52
S -1.90 3.22 -2.21
C 3.06 3.69 -2.94
S -0.06 2.20 -0.78
H 0.08 0.40 -5.57
H 1.30 0.31 -2.47
Se -5.20 -2.19 0.36
S -3.05 4.63 1.73
H 2.83 0.70 2.52
C 3.54 -4.49 1.12
C 1.81 -3.61 2.52
H 0.44 1.77 1.49
C 1.29 -2.51 -4.34
O -0.49 0.80 -1.14
H -4.21 0.16 4.47
H 1.51 4.49 -1.69
H 1.33 -0.95 3.57
C 1.95 -2.95 0.22
H 1.54 -2.38 -0.61
H -4.50 -0.88 3.06
C 1.93 3.61 -2.14
C 3.05 -3.76 0.05
Se -2.97 -2.54 0.93
H 0.50 -3.56 -2.65
S -0.03 -1.71 1.77
H -2.27 -2.38 3.82
C -2.57 3.53 0.43
Se -5.30 0.13 0.27
C 2.91 1.34 -3.40
H -2.45 -1.30 5.22
H -2.21 2.26 3.78
H 3.54 4.64 -3.09
H 1.71 2.78 0.77
C 2.01 0.63 0.53
C -1.91 -1.46 4.29
H 2.96 0.90 0.05
H -0.85 -1.57 4.50
H 1.31 -3.55 3.48
H 3.27 0.46 -3.90
H 4.46 2.62 -4.15
C -3.16 6.10 0.77
C -2.41 4.05 -0.80
C 1.31 2.38 -1.95
C 0.16 -0.49 -4.96
H 1.87 -1.28 -6.00
Cl -1.99 0.42 -3.61
O -3.47 7.17 1.21
C 2.91 -4.43 2.35
H 0.39 0.35 2.84
Zr -2.12 -0.27 -0.63
H -1.54 -2.98 -1.55
C 1.13 1.86 0.66
C -1.75 1.36 4.19
Se -4.35 0.58 -1.78
C 1.34 -2.85 1.46
H 4.41 -5.12 1.00
H 2.98 -0.87 1.74
H -2.12 1.19 5.20
H -0.67 1.51 4.23
C 1.06 -0.48 2.63
C -0.75 -0.72 -3.95
H -4.44 0.89 2.87
C 1.17 -1.41 -5.18
H 3.28 -5.01 3.18
```


Density functional theory data (ωB97M-V/def2-TZVPD) for C37H34F2N3STi as an isolated structure.

Total charge   -1
<S²>   2.03
2S+1   3
Frontier orbital gap (alpha / beta)   4.55 / 7.68 eV

```
78
C37H34F2N3STi (ωB97M-V/def2-TZVPD)
C 2.17 1.80 -0.98
C -3.56 -1.46 -1.29
C 1.85 -0.08 2.82
H -2.72 5.10 0.89
C 4.65 1.39 -1.41
C 1.29 -1.17 0.32
H 3.00 5.10 0.92
C -0.41 -1.19 -2.91
C -3.08 -3.82 3.35
S -0.02 4.52 0.77
H -2.18 -0.74 2.39
C -3.18 4.17 0.56
C -4.30 1.77 -0.26
H 3.63 -1.31 2.81
C -4.75 -2.18 -1.40
H 4.94 0.28 0.44
H 5.90 3.13 -1.83
H -3.90 -3.45 3.98
H -6.19 2.72 0.11
C 2.74 -1.01 2.29
C 1.67 -2.55 -1.79
C -2.39 3.10 0.13
C 4.17 0.16 -2.18
H 5.03 -0.38 -2.57
H 6.31 1.69 -2.76
H -0.57 -3.95 2.68
C 3.48 2.20 -0.84
H -2.51 -4.55 3.93
H 2.49 -3.08 -1.34
H -3.52 -4.34 2.48
H 1.89 -3.54 -3.68
C 1.34 -2.81 -3.11
C 2.43 -1.52 1.05
C 2.76 4.18 0.39
C -5.35 -2.66 -0.24
H 1.89 0.90 -1.50
C -2.92 -1.19 -0.07
H 5.93 1.74 0.33
C -0.93 3.21 0.08
H -0.03 -2.22 -4.72
F 2.15 0.44 4.05
C -2.90 1.86 -0.29
N -0.22 2.29 -0.49
H -0.46 -2.35 1.92
F 3.33 -2.41 0.54
Ti -1.29 0.22 -0.34
C 0.71 0.30 2.17
H 0.05 1.01 2.66
H -3.67 -1.26 3.18
C -5.11 2.83 0.12
H 4.79 3.71 -0.02
C -2.91 -1.55 2.44
C -4.55 4.04 0.54
C 0.27 -2.08 -3.69
C 5.52 0.90 -0.24
C 1.45 3.76 0.24
H -3.15 -1.06 -2.22
H 3.53 0.44 -3.03
C 3.76 3.39 -0.14
C -1.13 -3.18 2.15
H -5.24 -2.76 1.89
H -1.24 -0.63 -3.32
H -5.19 4.85 0.87
H -4.78 0.84 -0.54
H -5.20 -2.36 -2.37
H 3.60 -0.52 -1.55
C 0.98 -1.61 -1.04
H 4.87 2.62 -3.18
H -6.29 -3.20 -0.30
C -3.54 -1.72 1.07
N -2.21 -2.72 2.99
C 5.48 2.26 -2.35
C -4.75 -2.42 0.98
C 1.14 2.58 -0.43
N -0.12 -0.94 -1.59
H -1.48 -3.60 1.19
C 0.40 -0.23 0.91
H 6.36 0.31 -0.63
```